116
Properties=species:S:1:pos:R:3 method="wB97M-V/def2-TZVPD" e_tot_ha=-15199.443837 s_squared=15.7598 total_charge=-2 orbital_gap_ha="0.0570 / 0.0569" e_homo_ev="0.94 / 0.94" multiplicity=8
Eu -1.12 1.79 0.81
C -6.30 -0.51 -2.68
N -5.22 0.07 -1.84
C -5.31 -0.56 -0.49
C -4.61 0.06 0.78
C -3.53 -0.92 1.43
N -2.52 -0.15 2.08
C -1.47 -0.76 2.48
C -0.20 0.02 2.71
C -0.20 1.21 3.46
C 0.82 2.17 3.21
C 1.69 2.01 2.14
C 1.81 0.79 1.51
C 0.95 -0.30 1.85
O 1.22 -1.62 1.65
C -5.12 1.53 -2.00
C -3.63 1.99 -2.24
C -2.50 1.03 -1.83
N -1.18 1.55 -1.42
C -0.45 1.95 -2.39
C 0.87 2.50 -2.41
C 1.69 2.63 -3.58
C 3.02 3.03 -3.47
C 3.54 3.47 -2.28
C 2.74 3.48 -1.10
C 1.46 3.05 -1.13
O 0.72 2.91 -0.10
H -7.31 -0.41 -2.22
H -6.14 -1.58 -2.70
H -6.36 -0.10 -3.75
H -4.88 -1.62 -0.69
H -6.39 -0.73 -0.21
H -5.35 0.36 1.54
H -4.07 0.92 0.46
H -3.08 -1.51 0.61
H -4.07 -1.69 2.02
H -1.46 -1.88 2.57
H -0.86 1.45 4.36
H 0.73 3.10 3.73
H 2.56 2.73 1.89
H 2.35 0.63 0.58
H -5.46 2.18 -1.14
H -5.71 1.77 -2.84
H -3.60 2.95 -1.74
H -3.55 2.08 -3.36
H -3.02 0.48 -1.00
H -2.32 0.32 -2.68
H -0.92 1.85 -3.37
H 1.34 2.51 -4.62
H 3.61 3.00 -4.41
H 4.57 3.68 -2.24
H 3.22 3.77 -0.19
C 1.36 -2.23 0.32
Si 3.00 -3.11 0.02
C 3.13 -3.78 -1.69
N 1.84 -4.33 -1.94
C 1.76 -5.81 -1.82
C 0.34 -6.20 -1.39
C -0.64 -5.88 -2.55
C -0.43 -4.40 -3.03
C 0.98 -3.81 -3.05
C 4.29 -1.81 0.39
C 4.30 -1.20 1.70
C 5.06 -0.08 1.95
C 5.87 0.43 0.97
C 5.97 -0.21 -0.28
C 5.21 -1.36 -0.56
C 3.19 -4.47 1.39
C 4.33 -4.65 2.16
C 4.27 -5.47 3.33
C 3.12 -6.18 3.65
C 2.03 -6.22 2.66
C 2.05 -5.27 1.63
H 0.56 -2.99 0.12
H 1.19 -1.43 -0.44
H 3.94 -4.57 -1.73
H 3.39 -2.98 -2.40
H 2.50 -6.09 -1.09
H 1.96 -6.26 -2.79
H -0.09 -5.64 -0.52
H 0.31 -7.27 -1.22
H -1.66 -6.00 -2.24
H -0.41 -6.59 -3.38
H -1.01 -3.72 -2.35
H -0.93 -4.33 -4.01
H 0.85 -2.79 -2.97
H 1.51 -4.18 -4.01
H 3.68 -1.66 2.42
H 5.07 0.31 3.02
H 6.41 1.37 1.09
H 6.48 0.27 -1.08
H 5.39 -1.92 -1.51
H 5.29 -4.25 1.86
H 5.09 -5.63 4.00
H 2.92 -6.70 4.57
H 1.09 -6.79 2.81
H 1.24 -5.31 0.93
Se 4.47 6.66 -0.44
Sb 2.74 7.34 1.26
Se 2.56 9.75 0.59
Se 4.01 7.19 3.41
Se 0.61 6.07 0.87
C -2.57 6.51 2.97
As -3.18 5.15 1.74
C -4.89 4.37 2.38
C -3.78 6.08 0.18
O -2.13 3.84 1.56
H -3.43 7.06 3.51
H -1.98 7.20 2.35
H -1.91 5.94 3.61
H -5.46 3.88 1.58
H -5.62 5.05 2.85
H -4.52 3.60 3.09
H -2.91 6.58 -0.27
H -4.57 6.86 0.45
H -4.26 5.34 -0.42